*P*
DFT (ωB97M-V/def2-TZVPD) results for a gas-phase ion, C2H5N2O2 (charge +1).

total charge	+1
SMILES	N[C@]12O[C@@]1([NH3+])O2
orbital gap	9.26	eV

Each line ends with the Mulliken charge.
Element x y z (Å)
N (2.428, 0.062, 0.080)  -0.34
C (1.176, -0.084, -0.382)  0.91
O (0.425, -1.144, -0.315)  -0.25
C (-0.561, -0.234, -0.982)  -0.58
N (-1.697, -0.050, -0.016)  -0.15
O (0.342, 0.786, -0.817)  -0.17
H (2.838, -0.852, 0.200)  0.27
H (3.097, 0.767, 0.042)  0.25
H (-1.888, -0.911, 0.436)  0.35
H (-2.619, 0.369, -0.381)  0.39
H (-1.283, 0.588, 0.608)  0.32

---

*Q*
DFT (ωB97M-V/def2-TZVPD) results for a gas-phase ion, C2H5N2O2 (charge +1).

total charge	+1
orbital gap (alpha / beta)	6.37 / 8.70	eV

Each line ends with the Mulliken charge.
Element x y z (Å)
C (-1.211, -0.028, 1.051)  -0.27
C (-0.414, -0.638, 0.036)  -0.25
N (0.431, 1.400, -0.155)  0.04
N (0.731, 0.163, -0.375)  0.57
O (1.085, 2.338, -0.417)  -0.34
O (1.795, -0.476, -0.976)  -0.40
H (-2.360, -0.384, 1.118)  0.29
H (-0.939, 0.386, 2.079)  0.33
H (0.161, -1.507, 0.405)  0.36
H (-1.096, -0.858, -0.823)  0.27
H (1.816, -0.398, -1.943)  0.39

---

Pick *P*: it beats the second-best structure by 113.4 kcal/mol.

---

*P*
DFT (ωB97M-V/def2-TZVPD) results for 15 unconnected molecules or ions with the total composition C36H68Cl28FIO5.

orbital gap	9.71	eV

Each line ends with the Mulliken charge.
Element x y z (Å)
C (-2.505, 3.861, 3.208)  -1.10
C (-1.579, 2.638, 3.182)  -0.40
C (-2.191, 1.400, 2.542)  0.84
F (-2.494, 0.489, 3.549)  -0.49
C (-1.210, 0.666, 1.631)  -0.08
O (-0.479, -0.212, 2.106)  -0.56
O (-1.092, 1.024, 0.314)  0.28
C (-2.238, 0.792, -0.550)  1.28
C (-3.015, 2.090, -0.684)  -1.66
C (-2.127, 3.252, -1.128)  -0.62
C (-1.770, 4.292, -0.056)  -1.17
C (-0.324, 4.211, 0.460)  0.75
C (0.610, 5.090, -0.357)  -1.43
C (0.791, 4.596, -1.782)  -1.03
C (1.318, 3.165, -1.919)  1.11
C (2.832, 3.044, -1.733)  0.45
C (3.318, 2.664, -0.311)  -0.91
C (3.641, 1.173, -0.151)  -0.45
C (3.067, 0.535, 1.111)  0.34
C (3.276, -0.978, 1.061)  -0.40
O (3.729, -1.568, 2.269)  -0.43
C (2.739, -1.661, 3.267)  -0.68
C (-1.615, 0.450, -1.928)  -1.29
O (-2.286, 1.007, -3.022)  -0.36
C (-3.342, 0.226, -3.560)  -0.82
C (-3.173, -0.302, -0.051)  -0.93
C (-2.569, -1.677, 0.035)  0.16
O (-1.392, -1.992, -0.103)  -0.35
I (-4.084, -3.204, 0.469)  -0.02
H (-2.774, 4.131, 4.216)  -0.16
H (-3.425, 3.658, 2.672)  0.43
H (-2.041, 4.710, 2.726)  0.26
H (-1.395, 2.357, 4.211)  0.84
H (-0.610, 2.875, 2.759)  0.14
H (-3.143, 1.623, 2.079)  0.07
H (-3.458, 2.355, 0.272)  0.88
H (-3.848, 1.966, -1.361)  0.61
H (-1.223, 2.887, -1.589)  0.13
H (-2.676, 3.767, -1.908)  0.46
H (-2.487, 4.278, 0.756)  0.32
H (-1.879, 5.267, -0.521)  0.59
H (0.039, 3.192, 0.467)  -0.85
H (-0.308, 4.597, 1.477)  0.64
H (0.242, 6.111, -0.344)  0.48
H (1.575, 5.107, 0.144)  0.49
H (-0.127, 4.710, -2.352)  0.38
H (1.528, 5.230, -2.267)  0.54
H (0.822, 2.462, -1.255)  -1.05
H (1.097, 2.848, -2.935)  0.54
H (3.334, 3.947, -2.060)  -0.48
H (3.128, 2.252, -2.418)  -0.34
H (4.231, 3.217, -0.129)  0.52
H (2.555, 2.946, 0.406)  0.36
H (4.718, 1.037, -0.109)  0.37
H (3.256, 0.602, -0.986)  0.11
H (1.997, 0.735, 1.109)  -0.38
H (3.486, 0.977, 2.008)  0.35
H (2.364, -1.470, 0.728)  0.35
H (4.061, -1.181, 0.338)  0.07
H (1.792, -2.002, 2.859)  0.21
H (3.083, -2.356, 4.020)  0.28
H (2.559, -0.693, 3.731)  0.28
H (-1.527, -0.624, -2.070)  1.02
H (-0.610, 0.854, -1.909)  -0.39
H (-3.520, -0.682, -2.997)  0.37
H (-3.091, -0.034, -4.582)  0.29
H (-4.237, 0.836, -3.601)  0.28
H (-3.678, -0.063, 0.877)  0.76
H (-3.974, -0.393, -0.779)  0.25
C (6.367, -3.381, 0.396)  0.47
Cl (6.923, -5.011, 0.807)  -0.17
Cl (5.910, -3.256, -1.308)  -0.15
H (5.506, -3.143, 1.009)  -0.29
H (7.172, -2.685, 0.594)  0.14
C (-7.057, -2.365, -1.902)  -0.03
Cl (-6.590, -0.665, -1.732)  -0.11
Cl (-7.469, -2.768, -3.572)  -0.17
H (-6.224, -2.982, -1.589)  -0.08
H (-7.923, -2.545, -1.277)  0.35
C (1.589, -0.776, -3.887)  -0.14
Cl (0.461, 0.034, -4.973)  -0.06
Cl (3.103, 0.132, -3.743)  -0.14
H (1.142, -0.854, -2.903)  -0.15
H (1.813, -1.760, -4.280)  0.50
C (-4.099, 3.943, 7.260)  -0.32
Cl (-5.279, 4.285, 5.994)  -0.11
Cl (-2.643, 4.937, 7.093)  -0.17
H (-4.553, 4.150, 8.221)  0.33
H (-3.809, 2.901, 7.193)  0.27
C (-9.001, 2.602, 5.408)  -0.16
Cl (-8.183, 2.671, 6.973)  -0.14
Cl (-8.845, 4.124, 4.517)  -0.17
H (-8.559, 1.808, 4.820)  0.18
H (-10.051, 2.406, 5.576)  0.28
C (-10.887, -1.134, 4.672)  -0.01
Cl (-10.158, -0.498, 3.190)  -0.14
Cl (-10.120, -0.460, 6.118)  -0.14
H (-11.937, -0.872, 4.682)  0.32
H (-10.754, -2.207, 4.692)  -0.03
C (-8.428, -4.116, 5.624)  -0.14
Cl (-10.135, -4.554, 5.806)  -0.17
Cl (-7.790, -4.582, 4.044)  -0.13
H (-8.337, -3.041, 5.731)  0.14
H (-7.861, -4.625, 6.392)  0.31
C (5.324, 2.029, -6.399)  -0.05
Cl (5.200, 2.080, -8.163)  -0.17
Cl (5.242, 3.644, -5.686)  -0.10
H (4.503, 1.440, -6.010)  -0.01
H (6.271, 1.577, -6.132)  0.31
C (0.484, 2.336, -8.651)  -0.28
Cl (1.072, 3.745, -7.764)  -0.14
Cl (-0.678, 1.395, -7.706)  -0.12
H (-0.006, 2.675, -9.555)  0.31
H (1.329, 1.703, -8.888)  0.23
C (5.747, 7.181, -4.353)  -0.37
Cl (6.346, 8.609, -3.501)  -0.17
Cl (4.618, 6.242, -3.369)  -0.10
H (5.233, 7.505, -5.250)  0.32
H (6.590, 6.549, -4.603)  0.29
C (9.740, -3.942, 2.881)  -0.19
Cl (10.905, -3.766, 4.197)  -0.17
Cl (9.582, -2.456, 1.933)  -0.17
H (10.077, -4.732, 2.222)  0.28
H (8.773, -4.184, 3.302)  0.24
C (2.678, -4.362, 1.046)  0.62
Cl (3.229, -5.988, 1.470)  -0.18
Cl (2.222, -4.236, -0.658)  -0.16
H (1.812, -4.120, 1.650)  0.27
H (3.479, -3.665, 1.248)  -0.52
C (3.880, -8.943, -1.067)  -0.07
Cl (5.039, -8.173, -2.154)  -0.16
Cl (4.168, -10.684, -0.918)  -0.16
H (3.974, -8.493, -0.087)  0.10
H (2.882, -8.792, -1.458)  0.28
C (7.056, -12.886, -2.457)  0.02
Cl (7.609, -14.516, -2.051)  -0.16
Cl (6.612, -12.749, -4.162)  -0.15
H (6.189, -12.654, -1.852)  0.02
H (7.856, -12.187, -2.251)  0.26

---

*Q*
DFT (ωB97M-V/def2-TZVPD) results for 15 unconnected molecules or ions with the total composition C36H68Cl28FIO5.

orbital gap	9.04	eV

Each line ends with the Mulliken charge.
Element x y z (Å)
C (3.565, -0.563, 4.710)  -0.46
C (2.034, -0.368, 4.083)  -0.30
C (1.926, 0.992, 3.116)  0.46
F (1.142, 1.979, 3.951)  -0.42
C (1.042, 0.754, 1.758)  -0.21
O (-0.290, 1.018, 1.857)  -0.46
O (1.514, 0.278, 0.457)  0.06
C (2.407, 1.216, -0.224)  0.37
C (3.963, 0.715, 0.129)  -0.64
C (4.167, -0.918, -0.136)  -0.21
C (4.274, -1.789, 1.249)  -0.65
C (2.972, -2.745, 1.565)  0.69
C (3.165, -4.308, 0.999)  -0.77
C (3.104, -4.419, -0.636)  -0.60
C (1.734, -3.805, -1.312)  0.48
C (0.428, -4.802, -1.215)  1.02
C (-0.601, -4.439, 0.027)  -0.44
C (-1.916, -3.557, -0.441)  -0.14
C (-2.132, -2.257, 0.588)  -0.07
C (-3.275, -1.209, 0.013)  -0.01
O (-4.188, -0.696, 1.057)  -0.40
C (-3.531, 0.312, 1.909)  -0.38
C (2.176, 0.955, -1.860)  -0.51
O (3.425, 0.971, -2.635)  -0.42
C (3.799, 2.337, -3.058)  -0.47
C (2.245, 2.792, 0.171)  0.24
C (0.781, 3.459, -0.268)  0.11
O (-0.278, 2.744, -0.677)  -0.36
I (0.701, 5.681, -0.067)  0.01
H (3.605, -0.455, 5.877)  -0.15
H (4.298, 0.257, 4.255)  0.26
H (3.992, -1.629, 4.391)  0.14
H (1.338, -0.201, 5.039)  0.49
H (1.622, -1.333, 3.559)  0.18
H (2.973, 1.491, 2.953)  0.16
H (4.224, 0.864, 1.284)  0.39
H (4.780, 1.369, -0.443)  0.28
H (3.366, -1.374, -0.857)  -0.04
H (5.215, -1.028, -0.683)  0.34
H (4.568, -1.102, 2.162)  0.11
H (5.197, -2.531, 1.106)  0.39
H (1.948, -2.281, 1.165)  -0.68
H (2.944, -2.867, 2.752)  0.17
H (4.149, -4.779, 1.424)  0.40
H (2.271, -4.925, 1.490)  0.26
H (4.037, -3.964, -1.179)  0.27
H (3.105, -5.583, -0.899)  0.32
H (1.422, -2.751, -0.908)  -0.59
H (1.971, -3.689, -2.474)  0.20
H (0.715, -5.954, -1.188)  -0.35
H (-0.195, -4.621, -2.214)  -0.73
H (-1.025, -5.468, 0.429)  0.40
H (0.027, -3.847, 0.829)  0.04
H (-2.893, -4.220, -0.393)  0.24
H (-1.813, -3.095, -1.512)  -0.01
H (-1.105, -1.673, 0.559)  -0.16
H (-2.330, -2.615, 1.685)  0.24
H (-2.771, -0.292, -0.561)  0.15
H (-3.941, -1.823, -0.751)  0.01
H (-2.846, 1.057, 1.283)  0.07
H (-4.321, 0.929, 2.521)  0.27
H (-2.816, -0.241, 2.657)  0.18
H (1.451, 1.731, -2.350)  0.54
H (1.657, -0.107, -1.957)  -0.19
H (3.087, 3.179, -2.663)  0.24
H (3.801, 2.328, -4.249)  0.27
H (4.935, 2.491, -2.751)  0.19
H (2.540, 3.054, 1.295)  0.44
H (3.045, 3.385, -0.488)  -0.26
C (-7.167, -1.473, -1.381)  0.43
Cl (-8.615, -0.467, -1.512)  -0.16
Cl (-6.441, -1.752, -2.969)  -0.15
H (-6.440, -0.968, -0.741)  -0.27
H (-7.441, -2.435, -0.941)  0.13
C (3.992, 6.916, -1.675)  -0.02
Cl (4.736, 5.408, -1.131)  -0.11
Cl (4.504, 7.322, -3.318)  -0.17
H (2.905, 6.802, -1.660)  -0.08
H (4.288, 7.723, -1.001)  0.34
C (-0.486, -2.052, -4.478)  -0.17
Cl (1.087, -2.210, -5.269)  -0.09
Cl (-1.105, -3.629, -3.972)  -0.16
H (-0.379, -1.413, -3.598)  -0.03
H (-1.193, -1.600, -5.178)  0.44
C (3.399, 0.896, 8.881)  -0.33
Cl (4.839, 1.363, 7.968)  -0.10
Cl (3.115, -0.845, 8.772)  -0.17
H (3.539, 1.169, 9.930)  0.32
H (2.533, 1.424, 8.474)  0.28
C (6.474, 5.067, 7.593)  -0.16
Cl (5.451, 4.523, 8.929)  -0.14
Cl (7.644, 3.821, 7.140)  -0.17
H (5.843, 5.293, 6.731)  0.18
H (7.013, 5.966, 7.901)  0.28
C (5.598, 8.982, 6.253)  0.00
Cl (5.976, 7.927, 4.885)  -0.15
Cl (5.046, 8.044, 7.645)  -0.14
H (6.496, 9.538, 6.532)  0.32
H (4.809, 9.678, 5.958)  -0.03
C (1.634, 9.578, 5.814)  -0.16
Cl (2.529, 11.044, 6.230)  -0.17
Cl (1.426, 9.435, 4.064)  -0.13
H (2.186, 8.708, 6.179)  0.17
H (0.650, 9.616, 6.287)  0.30
C (-1.118, -7.175, -5.736)  -0.05
Cl (-0.651, -7.637, -7.377)  -0.17
Cl (-0.193, -8.080, -4.533)  -0.09
H (-0.931, -6.107, -5.600)  0.00
H (-2.182, -7.383, -5.597)  0.30
C (3.158, -4.865, -7.915)  -0.24
Cl (3.430, -5.995, -6.584)  -0.14
Cl (3.251, -3.190, -7.357)  -0.14
H (3.920, -5.027, -8.681)  0.30
H (2.166, -5.044, -8.338)  0.22
C (1.358, -10.567, -2.076)  -0.36
Cl (1.630, -11.698, -0.744)  -0.17
Cl (1.451, -8.893, -1.517)  -0.09
H (2.120, -10.730, -2.842)  0.32
H (0.366, -10.747, -2.498)  0.28
C (-10.626, -2.435, 0.898)  -0.19
Cl (-11.649, -2.979, 2.234)  -0.17
Cl (-9.456, -3.681, 0.445)  -0.16
H (-11.257, -2.209, 0.036)  0.28
H (-10.087, -1.536, 1.206)  0.24
C (-4.895, 1.644, -1.134)  0.60
Cl (-6.343, 2.649, -1.265)  -0.18
Cl (-4.169, 1.365, -2.722)  -0.17
H (-4.167, 2.149, -0.494)  0.23
H (-5.169, 0.682, -0.694)  -0.44
C (-8.132, 3.840, -4.611)  -0.07
Cl (-8.439, 2.284, -5.393)  -0.16
Cl (-9.390, 5.014, -5.016)  -0.15
H (-8.115, 3.696, -3.528)  0.10
H (-7.166, 4.223, -4.948)  0.28
C (-12.695, 4.550, -7.126)  0.02
Cl (-14.143, 5.556, -7.257)  -0.16
Cl (-11.969, 4.271, -8.713)  -0.15
H (-11.967, 5.055, -6.486)  0.02
H (-12.969, 3.588, -6.686)  0.26

---

Pick *P*: it beats the second-best structure by 264.4 kcal/mol.

---

*P*
DFT (ωB97M-V/def2-TZVPD) results for 2 unconnected molecules or ions with the total composition C2H6N2S2.

orbital gap (alpha / beta)	7.31 / 7.35	eV

Each line ends with the Mulliken charge.
Element x y z (Å)
C (1.627, 0.261, -0.155)  0.39
C (-0.152, -1.412, -0.508)  -0.70
N (0.913, 1.341, -0.286)  -0.24
N (-1.938, 0.377, 0.806)  -0.56
S (3.035, -0.338, 0.064)  -0.33
S (-1.555, -0.403, -0.710)  -0.01
H (-0.127, -2.062, 0.415)  0.26
H (0.063, -1.958, -1.352)  0.36
H (-0.101, 1.276, -0.462)  0.10
H (1.231, 2.238, -0.380)  0.17
H (-1.870, -0.342, 1.518)  0.28
H (-1.126, 1.022, 1.050)  0.29

---

*Q*
DFT (ωB97M-V/def2-TZVPD) results for a single C2H6N2S2 molecule.

SMILES	[H]/N=C(\CS)NS
orbital gap	9.55	eV

Each line ends with the Mulliken charge.
Element x y z (Å)
H (-0.572, 2.015, -0.444)  0.23
N (0.274, 1.502, -0.212)  -0.68
C (0.188, 0.247, -0.208)  0.66
C (-0.994, -0.660, -0.338)  -0.61
S (-2.589, 0.190, -0.083)  -0.21
N (1.334, -0.573, -0.143)  -0.37
S (2.890, 0.103, -0.116)  -0.18
H (-0.763, -1.422, 0.367)  0.32
H (-1.054, -1.067, -1.319)  0.28
H (-2.654, -0.077, 1.271)  0.14
H (1.239, -1.374, 0.466)  0.27
H (2.700, 1.116, 0.760)  0.14

---

Pick *Q*: it beats the second-best structure by 60.4 kcal/mol.